35
Properties=species:S:1:pos:R:3:forces:R:3 method="wB97M-V/def2-TZVPD" orbital_gap_ha=0.2759 total_charge=+1 e_lumo_ev=-4.9 spin_multiplicity=1 fmax_ha_per_bohr=0.2402 e_tot_ev=-43282.1027
N -5.864 3.300 -2.057 1.5 -9.7 7.5
C -5.701 2.260 -1.266 -0.4 6.0 -4.8
O -5.364 1.059 -0.432 2.9 2.7 -3.0
C -4.082 0.594 -0.984 1.5 -1.4 -4.2
N -4.186 0.130 -2.439 6.1 0.9 6.0
C -2.726 -0.217 -2.672 -3.3 1.3 2.4
N -2.386 -0.667 -3.924 2.6 0.4 3.6
O -3.294 -0.806 -4.918 -1.3 1.5 -0.2
P -0.667 -1.082 -4.350 0.4 0.6 -4.0
S -0.369 -0.355 -6.172 -0.1 -0.7 1.9
N -1.865 0.024 -1.439 -2.4 -0.7 -3.4
N -2.682 0.529 -0.414 -5.7 0.3 -2.4
H -3.638 0.116 -5.191 0.9 -1.6 0.6
H -0.483 -2.540 -4.378 -0.5 1.3 0.9
H 0.206 -0.452 -3.389 -1.0 -0.6 0.2
H -0.830 -0.119 -1.382 -1.5 0.4 0.5
H -2.449 0.833 0.556 0.6 -0.6 -1.1
C 2.013 1.097 0.604 0.2 0.0 0.0
C 1.008 1.623 1.607 0.4 0.0 0.0
O -0.055 0.695 1.762 -0.6 -0.5 -0.2
H 1.534 0.923 -0.366 0.0 0.1 0.0
H 2.837 1.803 0.469 -0.1 -0.1 0.0
H 2.423 0.136 0.933 0.0 0.1 0.0
H 0.585 2.572 1.263 -0.1 -0.2 0.1
H 1.476 1.788 2.582 0.0 0.1 -0.1
H 0.330 -0.141 2.076 -0.2 0.4 0.1
C 4.461 -1.303 3.168 0.2 0.1 -0.1
C 3.561 -1.252 4.385 0.2 -0.2 -0.1
O 2.299 -1.825 4.080 -0.4 -0.3 -0.2
H 4.007 -0.763 2.331 0.1 0.0 0.1
H 5.438 -0.861 3.386 -0.1 -0.1 -0.1
H 4.608 -2.337 2.838 0.1 0.1 0.1
H 3.400 -0.216 4.698 -0.2 -0.2 0.0
H 4.003 -1.800 5.223 0.1 0.2 0.0
H 2.453 -2.747 3.811 -0.1 0.5 0.2

26
Properties=species:S:1:pos:R:3:forces:R:3 method="wB97M-V/def2-TZVPD" orbital_gap_ha=0.3624 e_above_lowest_ev=2.8086 total_charge=0 e_lumo_ev=0.9 spin_multiplicity=1 fmax_ha_per_bohr=0.1143 smiles="CCN(C)C(C)=O.CC" e_tot_ev=-11070.3297
C -1.407 -1.724 0.620 1.6 -0.8 -2.0
C -1.395 -2.469 1.945 -1.6 1.0 -0.3
H -1.786 -0.731 0.752 -0.1 0.7 0.0
H -0.368 -1.678 0.174 -1.3 0.2 0.7
H -1.966 -2.161 -0.260 0.2 0.0 1.3
H -2.480 -2.534 2.203 0.9 -1.0 0.2
H -0.982 -1.853 2.730 0.3 0.4 0.2
H -0.793 -3.358 1.925 -0.4 -0.8 0.0
C 0.727 1.825 0.439 1.6 -0.6 2.3
C 0.537 1.085 1.815 2.0 -0.8 1.1
C -1.140 1.716 -1.316 -1.7 -2.3 5.1
C 1.877 -0.754 -0.388 1.2 2.1 -1.5
C 0.732 0.001 -1.147 -1.5 -0.9 -0.6
O 0.259 -0.516 -2.147 0.4 -0.4 -0.3
N 0.127 1.156 -0.709 1.0 0.7 -0.1
H 0.350 2.800 0.721 0.0 0.5 -1.3
H 1.850 1.815 0.402 -1.1 0.8 -0.9
H -0.090 1.626 2.511 -0.9 -0.3 -0.2
H 1.491 0.957 2.530 -1.4 0.4 -2.1
H -1.792 1.034 -1.922 1.3 0.3 0.7
H 2.415 -0.018 0.252 -0.2 -1.0 -0.1
H 0.266 0.063 1.553 -0.6 0.1 0.7
H -1.698 1.848 -0.213 0.5 -0.1 -3.0
H -1.169 2.679 -1.722 1.0 1.4 -0.8
H 1.609 -1.669 0.153 -0.2 0.5 -0.3
H 2.583 -0.996 -1.246 -0.8 0.0 1.2

26
Properties=species:S:1:pos:R:3:forces:R:3 method="wB97M-V/def2-TZVPD" orbital_gap_ha=0.3708 e_above_lowest_ev=4.5954 total_charge=0 e_lumo_ev=0.8 spin_multiplicity=1 fmax_ha_per_bohr=0.1211 smiles="CCN(C)C(C)=O.CC" e_tot_ev=-11068.5429
C 0.748 1.500 0.906 2.8 -3.7 -2.8
C 1.992 1.719 1.779 1.6 1.4 -2.9
C 0.421 -0.935 1.008 4.4 0.0 4.4
C -2.357 1.504 1.073 2.0 2.5 2.6
C -1.462 0.402 0.661 -0.2 -1.9 1.1
O -1.870 -0.586 0.068 -0.1 1.3 0.5
N -0.183 0.330 1.313 -0.9 2.7 -2.4
H 0.546 2.492 0.626 -2.5 1.2 0.5
H 1.102 1.191 -0.229 -0.4 0.3 2.5
H 1.801 1.593 2.767 -1.7 1.5 3.5
H 2.492 2.761 1.398 -1.1 -2.6 1.6
H 0.810 -1.264 0.085 0.3 0.8 -1.4
H -3.398 1.360 1.068 -1.1 -0.7 -0.3
H 2.757 0.959 1.937 0.6 -0.5 -2.0
H 1.378 -0.881 1.752 -1.7 -0.5 -1.8
H -0.078 -1.783 1.399 -1.2 -0.4 0.5
H -2.034 1.900 2.109 -0.7 -1.5 -0.9
H -2.148 2.479 0.682 0.1 0.4 -1.6
C -0.601 -1.613 -2.160 -1.7 -0.9 2.5
C 0.498 -2.035 -3.105 0.6 -2.3 2.2
H -1.038 -0.649 -2.335 0.3 0.7 -0.2
H -1.509 -2.215 -2.038 0.0 -0.5 -1.1
H -0.401 -1.666 -1.013 0.5 0.3 -2.7
H 1.338 -1.881 -2.437 1.0 0.4 -0.7
H 0.608 -1.538 -4.025 0.0 0.9 -1.0
H 0.589 -3.143 -3.289 -0.6 1.0 0.0

26
Properties=species:S:1:pos:R:3:forces:R:3 method="wB97M-V/def2-TZVPD" orbital_gap_ha=0.3313 e_above_lowest_ev=3.9908 total_charge=0 e_lumo_ev=0.7 spin_multiplicity=1 fmax_ha_per_bohr=0.0932 e_tot_ev=-11069.1475
C 0.602 0.256 0.407 -2.8 0.7 -3.9
C -0.350 -0.635 1.232 0.4 0.4 0.6
C 1.496 -0.462 -0.537 0.4 1.0 3.8
C -0.258 0.504 -2.620 0.8 1.2 1.1
C 2.386 0.069 1.043 2.0 -1.1 -1.2
C -0.741 0.089 2.520 -0.1 -0.1 -0.1
C -1.596 -0.964 0.404 0.3 0.1 -0.1
N -1.641 0.910 -2.752 -0.8 0.0 -0.3
O 0.254 1.441 0.090 1.0 -1.4 2.1
H 0.193 0.981 -1.673 -0.6 -1.0 -1.7
H 0.159 -1.573 1.480 0.1 0.0 0.0
H -2.221 0.478 -2.039 0.2 0.1 -0.1
H -1.738 1.912 -2.623 0.1 -0.1 0.0
H 1.433 -1.549 -0.578 0.4 0.3 0.0
H 2.032 0.132 -1.272 -0.2 -0.3 0.1
H 0.323 0.886 -3.463 -0.1 -0.1 -0.1
H -0.194 -0.584 -2.639 0.1 0.0 0.1
H 3.082 -0.771 1.122 0.1 0.1 -0.3
H 2.149 0.234 2.087 -1.3 0.0 -0.1
H 2.902 0.952 0.695 0.1 0.1 -0.1
H 0.119 0.241 3.173 0.0 0.0 0.0
H -1.166 1.065 2.276 0.1 0.0 0.0
H -1.495 -0.483 3.066 0.1 0.0 0.0
H -2.273 -1.601 0.973 0.0 0.0 0.0
H -2.124 -0.047 0.146 0.0 0.1 0.0
H -1.333 -1.482 -0.519 0.0 0.0 -0.1

26
Properties=species:S:1:pos:R:3:forces:R:3 method="wB97M-V/def2-TZVPD" orbital_gap_ha=0.3663 e_above_lowest_ev=1.4354 total_charge=0 e_lumo_ev=1.0 spin_multiplicity=1 fmax_ha_per_bohr=0.0681 smiles=CC(C)COC[C@@H](C)N e_tot_ev=-11071.7029
C -2.550 -0.058 0.135 1.5 0.1 -0.2
C 1.952 0.351 0.510 -0.6 0.2 0.1
C -0.976 -0.048 -0.049 -2.6 0.7 0.1
C 1.067 -0.899 0.563 -1.4 -1.8 1.2
C -3.226 0.788 -0.933 0.2 -0.2 0.3
C 3.332 0.029 1.093 -0.4 0.0 0.0
C 2.114 0.900 -0.907 -0.1 0.1 0.2
N -3.052 -1.409 0.129 -0.2 -0.6 0.1
O -0.417 -0.859 0.946 3.0 1.1 -1.5
H -2.747 0.358 1.127 0.0 0.1 0.0
H 1.481 1.110 1.144 0.0 0.0 0.0
H -2.947 -1.819 -0.796 0.0 0.0 0.0
H -2.474 -1.963 0.762 -0.2 0.0 -0.2
H -0.755 -0.429 -1.064 0.1 0.1 0.2
H -0.661 1.006 0.051 0.2 -0.3 -0.2
H 1.120 -1.469 -0.381 -0.1 0.3 0.2
H 1.395 -1.563 1.361 0.4 0.0 -0.1
H -3.026 0.383 -1.925 0.0 0.0 -0.1
H -2.859 1.811 -0.897 0.0 0.1 -0.1
H -4.298 0.797 -0.775 -0.2 0.0 0.0
H 3.946 0.926 1.117 0.1 0.1 0.0
H 2.777 1.765 -0.904 0.1 0.0 0.0
H 3.252 -0.356 2.105 0.0 -0.1 0.1
H 3.834 -0.717 0.482 0.1 -0.1 -0.1
H 2.550 0.144 -1.559 0.0 -0.1 -0.1
H 1.168 1.220 -1.333 -0.1 0.0 -0.1

26
Properties=species:S:1:pos:R:3:forces:R:3 method="wB97M-V/def2-TZVPD" orbital_gap_ha=0.3555 e_above_lowest_ev=2.0711 total_charge=0 e_lumo_ev=0.8 spin_multiplicity=1 fmax_ha_per_bohr=0.0612 smiles="CCN(C)C(C)=O.CC" e_tot_ev=-11071.0672
C 0.206 0.497 -1.080 -0.6 -1.3 -0.6
C 0.657 0.616 -2.536 1.3 -2.9 -0.3
C 1.206 -1.484 0.004 1.5 -1.5 -0.7
C -2.544 -1.102 -0.896 1.8 1.2 0.7
C -1.102 -1.633 -0.779 0.4 -1.7 -1.3
O -0.992 -2.832 -0.994 -0.2 -0.4 0.8
N 0.077 -0.917 -0.649 -1.0 1.7 0.5
H 1.004 0.986 -0.518 -0.9 0.1 0.6
H -0.840 0.799 -0.995 0.5 1.3 0.4
H 1.340 1.443 -2.716 -0.7 0.4 -0.3
H -0.130 0.382 -3.247 -0.3 1.0 -0.2
H 1.238 -2.582 -0.130 -0.4 0.5 0.4
H -3.207 -1.743 -0.328 0.1 -0.2 0.0
H 1.296 -0.306 -2.752 -0.3 1.1 0.5
H 2.120 -1.175 -0.515 0.0 0.2 0.0
H 1.352 -1.218 1.058 -0.5 0.0 -0.1
H -2.577 -0.087 -0.488 -0.5 0.0 -0.3
H -2.762 -1.151 -1.952 -0.4 0.2 -0.2
C 0.588 1.978 1.918 -2.1 0.6 0.5
C 0.385 0.945 3.040 0.4 -1.3 -2.2
H 1.517 1.810 1.397 0.3 0.3 0.0
H -0.235 1.973 1.181 0.4 -0.5 0.2
H 0.435 2.981 2.325 1.0 0.1 0.0
H 0.026 0.029 2.543 0.5 -0.1 0.0
H -0.452 1.074 3.704 0.3 0.9 0.9
H 1.393 0.715 3.404 -0.7 0.0 0.9

27
Properties=species:S:1:pos:R:3:forces:R:3 method="wB97M-V/def2-TZVPD" orbital_gap_ha=0.3050 e_above_lowest_ev=3.6012 total_charge=0 e_lumo_ev=0.6 spin_multiplicity=1 fmax_ha_per_bohr=0.0394 e_tot_ev=-13117.1396
C -1.797 0.852 -0.125 0.7 -0.7 -0.6
C 0.218 -0.659 -0.853 1.0 -0.3 -0.9
C -1.820 2.035 -1.078 0.0 -0.1 0.1
C -3.122 0.114 -0.081 0.1 0.1 0.0
C -1.297 1.244 1.250 0.1 -0.2 -0.2
C 0.386 -1.598 0.289 -0.2 0.5 0.2
O 1.241 0.245 -0.842 -0.4 -0.4 0.3
H 1.236 0.742 -1.671 -0.2 -0.1 0.1
H -1.024 0.062 -0.708 -1.4 1.2 0.9
H -2.543 2.784 -0.743 0.0 0.1 0.0
H -0.841 2.515 -1.124 0.0 0.1 0.0
H -2.101 1.725 -2.085 0.0 0.0 0.0
H -3.911 0.764 0.305 -0.1 0.0 0.0
H -3.060 -0.759 0.568 0.0 -0.1 0.0
H -3.418 -0.218 -1.076 0.0 0.0 0.0
H -0.282 1.639 1.193 0.0 0.1 0.0
H -1.290 0.388 1.925 0.0 -0.1 0.1
H -1.940 2.011 1.688 0.0 0.0 0.0
H 1.144 -2.325 -0.024 0.0 0.1 -0.1
H 0.742 -1.117 1.208 0.1 0.0 0.1
H -0.538 -2.138 0.485 0.0 0.0 0.0
N 3.852 -0.712 0.258 -0.2 0.2 -0.1
C 4.148 -2.025 0.230 0.3 0.0 0.3
O 3.396 -2.901 -0.130 -0.1 -0.1 -0.1
H 2.940 -0.393 -0.052 0.2 0.0 0.0
H 4.513 -0.037 0.598 0.0 -0.1 0.0
H 5.171 -2.239 0.595 -0.1 0.0 -0.1

27
Properties=species:S:1:pos:R:3:forces:R:3 method="wB97M-V/def2-TZVPD" orbital_gap_ha=0.3726 e_above_lowest_ev=0.9751 total_charge=0 e_lumo_ev=1.0 spin_multiplicity=1 fmax_ha_per_bohr=0.0272 smiles="COC(C)=O.CC(C)CN" e_tot_ev=-13119.7657
C 1.293 1.137 0.727 0.0 -0.1 0.0
C 1.345 -0.146 -0.127 -0.5 0.1 0.6
C 0.299 2.153 0.162 0.3 -0.2 0.0
C 0.892 0.774 2.156 0.2 0.1 -0.2
N 1.782 0.001 -1.503 0.0 0.1 -0.2
H 2.294 1.589 0.740 0.0 0.0 0.0
H 1.289 0.767 -1.948 0.1 0.0 -0.1
H 2.771 0.222 -1.539 -0.1 0.0 0.0
H 0.315 -0.570 -0.075 1.3 0.4 0.0
H 2.014 -0.871 0.348 -0.1 0.0 0.0
H -0.699 1.716 0.126 -0.1 0.0 0.0
H -0.135 0.416 2.173 -0.1 0.0 0.0
H 1.533 -0.012 2.551 0.0 -0.1 0.1
H 0.575 2.468 -0.844 0.0 0.1 -0.1
H 0.263 3.040 0.794 0.0 0.1 0.0
H 0.965 1.642 2.812 0.0 0.0 0.1
C -2.037 -1.681 1.161 0.2 -0.3 0.1
C -1.206 -0.650 -2.286 0.1 -0.1 0.1
C -1.128 -1.512 -1.061 -1.0 0.1 0.8
O -1.784 -0.890 0.009 0.1 -0.3 -1.2
O -0.631 -2.597 -0.973 -0.2 0.1 -0.2
H -1.624 -1.174 2.032 0.0 0.0 0.0
H -3.116 -1.784 1.281 0.0 0.0 0.0
H -1.569 -2.662 1.044 -0.1 0.1 0.1
H -0.280 -0.749 -2.840 0.1 0.0 -0.1
H -2.028 -1.013 -2.900 -0.1 0.0 0.0
H -1.395 0.385 -2.021 0.0 0.1 0.0